1.
Computed, not measured: a structure of composition C25H18Cl2N2RuS4 at a distorted geometry, with ωB97M-V/def2-TZVPD.

Structure (XYZ):
```
52
C25H18Cl2N2RuS4, DFT ωB97M-V/def2-TZVPD
Ru 8.71789 8.50840 10.50256
S 10.81572 9.30304 11.13949
C 11.13900 8.42300 12.58978
C 11.55366 9.09790 13.75521
C 11.65792 8.40997 14.96418
C 11.42783 7.01620 15.00468
C 11.02149 6.34319 13.85331
C 10.84633 7.05694 12.65723
S 10.00543 6.53207 11.20182
C 8.63319 5.50336 11.84454
C 7.34258 5.88995 11.18987
C 6.13431 5.26793 11.51199
C 5.01003 5.65354 10.80284
C 5.08508 6.53123 9.71238
C 6.28887 7.19482 9.53768
C 6.41773 8.07688 8.32955
S 7.27003 9.59240 9.06585
C 8.17121 10.44500 7.81412
C 7.89747 11.73424 7.36034
C 8.81832 12.38325 6.52385
C 10.03362 11.78318 6.16474
C 10.36045 10.55796 6.70995
C 9.43796 9.90194 7.56665
S 9.85001 8.41220 8.32295
N 7.37989 6.88802 10.26130
H 11.76767 10.16505 13.65995
H 11.98698 8.98098 15.82628
H 11.51822 6.46930 15.95989
H 10.80688 5.27594 13.88057
H 8.52140 5.65515 12.93058
H 8.90259 4.45058 11.64748
H 6.07780 4.47339 12.26678
H 4.02177 5.28566 11.07933
H 4.24946 6.60321 8.99890
H 5.42464 8.37014 7.99992
H 7.03598 7.62692 7.54386
H 6.95217 12.21546 7.63283
H 8.57944 13.40118 6.21438
H 10.68443 12.28185 5.44688
H 11.32957 10.08117 6.54654
Cl 7.71719 7.48310 14.82638
C 7.65944 9.16918 14.46144
C 7.40942 10.04240 15.50150
C 7.41906 11.41173 15.28036
C 7.66830 12.01480 14.04770
C 7.91845 11.20283 12.96774
Cl 8.30441 11.86611 11.44442
C 7.89965 9.72261 13.11207
N 8.00844 9.04232 12.02916
H 7.17516 9.68211 16.51908
H 7.21605 12.11082 16.11073
H 7.60906 13.11122 13.94191
```

Its frontier orbital gap (alpha / beta) is 4.2521 / 6.3173 eV. The molecular weight is 646.7 g mol⁻¹. Its total energy is -3680.94933 Eh. The calculation puts the highest occupied orbital energy (alpha / beta) at -1.503 / -4.440 eV. Its expectation value of S² is 8.835. Its charge is -1. The multiplicity is 6.

2.
Computed, not measured: the ion C48H73N16O8 with charge +1 at a distorted geometry, with ωB97M-V/def2-TZVPD.

Structure (XYZ):
```
145
C48H73N16O8, DFT ωB97M-V/def2-TZVPD
C -1.74217 3.81659 -6.25446
C -2.72716 3.74857 -5.57717
C -3.84763 3.61910 -4.65668
H -4.54801 2.85640 -5.02686
O -3.42169 3.28630 -3.33519
C -2.80852 2.00760 -3.26818
C -2.12934 1.79627 -1.91633
H -1.74533 2.74620 -1.54100
H -1.28969 1.11848 -2.06841
O -2.97692 1.17619 -0.95912
C -3.84068 2.05660 -0.25871
H -4.71006 1.45758 0.02364
C -3.17991 2.60719 1.00646
O -2.88057 1.49877 1.83533
C -2.48099 1.82437 3.15061
C -2.54068 0.54134 3.99536
N -1.26577 0.08230 4.49072
C -0.10666 -0.09065 3.84402
N 0.85478 -0.65094 4.58128
C 2.06849 -0.64304 4.04557
N 2.37074 -0.06838 2.88188
C 1.34038 0.37930 2.17673
N 0.05354 0.32498 2.57459
N 1.62020 0.87155 0.94986
C 0.73010 1.76878 0.25485
H 0.71396 1.50254 -0.80535
C 1.18852 3.23263 0.38623
N 2.58051 3.37695 0.02154
C 3.16340 4.09224 -0.95902
O 4.36699 4.07250 -1.13995
C 2.30964 4.93403 -1.93874
N 1.62123 4.02171 -2.82160
C 1.96601 3.73529 -4.09882
C 1.12098 2.70907 -4.46589
N 0.33231 2.44060 -3.40613
N 0.64301 3.21954 -2.43584
C 1.02418 1.89276 -5.71202
N 1.38280 2.68994 -6.86833
H 2.35469 2.97743 -6.82100
H 1.26489 2.14949 -7.71874
C 1.87599 0.60191 -5.54174
C 1.57430 -0.11690 -4.25813
C 0.27238 -0.48918 -3.94040
C -0.02338 -1.08686 -2.73228
C 0.99290 -1.35607 -1.82125
C 2.30284 -1.04712 -2.14845
C 2.58110 -0.41545 -3.34944
H 3.60494 -0.15812 -3.57945
H 3.10077 -1.30409 -1.46598
O 0.64022 -1.91184 -0.61513
H 1.41768 -2.13240 -0.07630
H -1.03923 -1.36350 -2.49520
H -0.52668 -0.30486 -4.64043
H 2.93462 0.87368 -5.56940
H 1.67168 -0.05478 -6.39243
H -0.02618 1.60351 -5.82899
H 2.73652 4.26104 -4.61974
C 1.44258 6.02723 -1.28525
C 0.24152 6.42556 -2.14301
C -0.89643 5.42934 -2.02387
O -1.20665 4.87868 -0.99134
O -1.52468 5.25768 -3.16459
H -2.24443 4.57658 -3.10571
H -0.14529 7.38354 -1.78761
H 0.50402 6.53733 -3.19502
H 1.07671 5.72512 -0.30583
H 2.08642 6.89501 -1.13754
H 3.05305 5.43320 -2.57185
C 3.42927 2.50142 0.81261
C 3.00200 1.05585 0.55870
H 3.07971 0.84514 -0.51167
H 3.62038 0.36543 1.12865
H 3.31264 2.74266 1.87373
H 4.46511 2.66114 0.51286
H 1.08149 3.54888 1.43173
H 0.53181 3.82142 -0.24539
H -0.26953 1.68585 0.67261
H -2.13934 0.03103 0.09377
N 3.09296 -1.17083 4.76129
C 2.82470 -2.25420 5.68009
H 1.74569 -2.28432 5.84019
H 3.32678 -2.06651 6.63318
C 3.34923 -3.56835 5.04439
N 3.33134 -3.41018 3.60399
C 2.27203 -3.59913 2.79670
O 2.21608 -3.13807 1.66453
C 1.11790 -4.48632 3.30547
N -0.08681 -3.77889 2.97947
C -0.53962 -3.42990 1.76292
C -1.61435 -2.60509 2.02933
N -1.74556 -2.52056 3.36917
N -0.82926 -3.21848 3.92448
C -2.43280 -1.80488 1.07610
N -1.57945 -0.67265 0.62142
H -1.10279 -0.18499 1.44845
H -0.81756 -1.05794 0.03372
C -2.88418 -2.65344 -0.11148
C -3.89874 -1.97775 -1.04302
C -4.08400 -2.84202 -2.28974
H -4.78940 -2.37771 -2.97372
H -3.14115 -2.97901 -2.81503
H -4.46946 -3.82247 -2.01976
C -5.24245 -1.77204 -0.34832
H -5.15476 -1.09773 0.49951
H -5.96000 -1.34360 -1.04316
H -5.63896 -2.72115 0.00507
H -3.51651 -1.00154 -1.35368
H -3.33060 -3.57031 0.27917
H -1.99978 -2.94039 -0.68429
H -3.29206 -1.39107 1.60689
H -0.09748 -3.76492 0.85241
H 1.10864 -4.58363 4.39107
C 1.19102 -5.88271 2.64939
C 2.61726 -6.42834 2.73134
H 3.31653 -5.78904 2.19848
H 2.65770 -7.41702 2.28200
H 2.94023 -6.51403 3.76644
H 0.92444 -5.77610 1.59308
C 0.22585 -6.87488 3.31079
C -1.25447 -6.55998 3.12292
H -1.56017 -5.69130 3.69922
H -1.85050 -7.40377 3.46088
H -1.48185 -6.38536 2.07296
H 0.42500 -7.85745 2.87846
H 0.45003 -6.93764 4.37790
C 4.37307 -2.49079 3.16838
H 4.13213 -2.18110 2.15150
H 5.33583 -3.00851 3.17299
C 4.38440 -1.27566 4.12273
H 4.58040 -0.35679 3.57344
H 5.13361 -1.39409 4.90800
H 2.76945 -4.42599 5.37485
H 4.38962 -3.74366 5.32973
H -1.27515 -0.38321 5.38536
H -3.16317 0.71187 4.87381
H -3.01855 -0.23803 3.39197
H -1.46622 2.24152 3.15351
H -3.16199 2.58057 3.56247
H -3.88016 3.28614 1.50994
H -2.27054 3.17053 0.75692
H -4.15554 2.87954 -0.90340
H -2.03940 1.93759 -4.04560
H -3.56530 1.22764 -3.43239
H -4.37240 4.57477 -4.56710
H -0.88919 3.89021 -6.86415
```

Its frontier orbital gap is 9.3992 eV. The molecular weight is 1002.2 g mol⁻¹. Its total energy is -3350.75059 Eh. The calculation puts the highest occupied orbital energy at -10.605 eV. Its charge is +1.

3.
Computed, not measured: a structure of composition C5H9OP at a distorted geometry, with ωB97M-V/def2-TZVPD.

Structure (XYZ):
```
16
C5H9OP, DFT ωB97M-V/def2-TZVPD
C 0.32835 1.17933 -0.80758
C -0.58746 0.77127 -1.67440
C 1.28981 0.06481 1.89032
C -1.62413 0.53749 -2.39266
C -0.15401 -1.89720 0.42225
O -1.39387 0.50120 1.53425
P -0.24048 -0.30713 1.03814
H 1.29387 0.81372 -0.44111
H 2.07908 -0.36512 1.27524
H 1.68684 1.03734 1.95617
H 1.16534 -0.29866 2.90568
H -1.61772 0.40943 -3.48253
H -2.29401 -0.18905 -1.93677
H 0.83005 -1.98219 0.00510
H -1.00784 -2.47831 0.15807
H 0.24618 2.20306 -0.45018
```

Its frontier orbital gap is 8.5410 eV. The molecular weight is 116.1 g mol⁻¹. Its total energy is -612.36447 Eh. The calculation puts the highest occupied orbital energy at -8.305 eV. Its charge is 0.

4.
Computed, not measured: a cluster of 2 separate species, C4H12NO2 in total at a distorted geometry, with ωB97M-V/def2-TZVPD.

Structure (XYZ):
```
19
C4H12NO2, DFT ωB97M-V/def2-TZVPD
C 0.52726 -0.37533 -1.41055
N -0.38478 0.81947 -1.40565
C -0.02807 2.07443 -0.52359
O 0.27654 1.69779 0.75906
C -0.13389 -1.59531 -0.61973
C 0.44576 -1.78246 0.81244
H 1.55225 -0.13981 -1.13423
H 0.61173 -0.62825 -2.48407
H -1.20192 0.48654 -0.98175
H -0.81154 2.69296 -0.79925
H 0.86331 2.40153 -1.00087
H -1.22472 -1.31950 -0.55214
H -0.02600 -2.42960 -1.22585
H 0.54731 -0.71009 1.26502
H 1.39576 -2.31958 0.91887
H -0.43869 -2.35257 1.29100
H -0.40455 1.56140 2.97000
H -0.60791 1.05628 1.53242
O -0.95785 0.86209 2.58889
```

Its frontier orbital gap is 7.9354 eV. The molecular weight is 106.1 g mol⁻¹. Its total energy is -364.79929 Eh. The calculation puts the highest occupied orbital energy at -3.726 eV. Its charge is -1.

5.
Computed, not measured: a structure of composition C39H66AsClLiN5P2S, with ωB97M-V/def2-TZVPD.

Structure (XYZ):
```
116
C39H66AsClLiN5P2S, DFT ωB97M-V/def2-TZVPD
Li -0.52427 -2.22163 0.06053
C 0.42105 -2.75372 3.75080
P -0.15269 -1.45422 2.57965
C 1.25633 -0.24686 2.72695
N 1.27902 0.57758 3.73511
C 2.28109 1.50383 3.79780
C 2.35638 2.37696 4.90363
C 3.37229 3.29032 4.98230
C 4.33542 3.38024 3.95382
C 4.27316 2.54799 2.86884
C 3.24731 1.58109 2.78439
N 3.22956 0.70541 1.73319
C 2.28686 -0.19536 1.69232
P 2.23739 -1.41736 0.30057
C 3.19022 -2.77677 1.09610
C 3.45449 -0.82867 -0.99279
C 3.40415 -1.93446 -2.06263
C 2.92648 0.46892 -1.60959
C 4.90990 -0.64820 -0.56048
C -1.60859 -0.72902 3.50617
C -1.38592 -0.30101 4.95693
C -2.66625 -1.84958 3.48082
C -2.13992 0.45402 2.69567
H 0.61866 -2.35195 4.74400
H 1.32691 -3.22916 3.38375
H -0.34541 -3.52456 3.81907
H 1.60242 2.28886 5.67615
H 3.43724 3.95760 5.83216
H 5.13018 4.11131 4.03106
H 5.01019 2.58231 2.07530
H 2.61002 -3.19480 1.91430
H 4.15470 -2.44968 1.48491
H 3.33582 -3.57708 0.37067
H 2.37808 -2.15744 -2.36072
H 3.86826 -2.85853 -1.70973
H 3.95401 -1.60377 -2.94872
H 1.89784 0.35586 -1.95518
H 3.55542 0.74086 -2.46427
H 2.95298 1.28887 -0.88991
H 5.33176 -1.56331 -0.13949
H 5.01270 0.15325 0.16731
H 5.50824 -0.39870 -1.44386
H -0.93779 -1.09303 5.55994
H -2.36196 -0.07166 5.39619
H -0.75308 0.58056 5.02943
H -2.40948 -2.66284 4.16281
H -2.81772 -2.25271 2.47697
H -3.61661 -1.42869 3.82121
H -1.41714 1.27060 2.64951
H -3.05172 0.82951 3.17200
H -2.38664 0.15844 1.67399
C -0.09603 4.05846 2.83536
C 1.11310 4.95821 2.57866
C 1.23202 5.49945 1.14862
C 1.91580 4.53902 0.17772
N 1.30118 3.22109 0.09252
C 0.18911 2.74260 -0.49957
S -0.27914 1.15589 -0.14925
N -0.56521 3.44527 -1.37321
C -0.75805 4.87987 -1.56035
C -1.95477 5.42800 -0.77934
C -3.32236 5.16006 -1.40560
C -3.69799 3.68718 -1.56203
H -0.14691 3.77048 3.88762
H -0.07738 3.14080 2.24596
H -1.02550 4.58323 2.59462
H 2.03305 4.42722 2.83874
H 1.05862 5.80939 3.26249
H 1.82762 6.41740 1.14960
H 0.23993 5.78021 0.78366
H 2.93016 4.35598 0.53900
H 2.03120 4.97651 -0.81250
H 1.71451 2.51919 0.68865
H -1.33022 2.87230 -1.69073
H -0.89576 5.06228 -2.62970
H 0.14165 5.40681 -1.27823
H -1.82714 6.50995 -0.67733
H -1.92356 5.01128 0.23286
H -3.36780 5.65409 -2.38169
H -4.07459 5.65517 -0.78708
H -3.17549 3.21312 -2.39768
H -4.76290 3.57995 -1.77015
H -3.47622 3.11275 -0.65884
C 0.31686 -1.41005 -4.46798
As -0.61467 -1.85531 -2.79824
C -2.25142 -0.85960 -3.16182
C -1.17504 -3.70730 -3.22959
C -2.13745 -3.84672 -4.36079
C -3.51025 -3.76786 -4.11701
C -4.42220 -3.85970 -5.15739
C -3.98084 -4.03033 -6.46383
C -2.61970 -4.11562 -6.71801
C -1.70719 -4.02507 -5.67489
H -0.31770 -1.60136 -5.33414
H 1.23435 -1.99324 -4.55332
H 0.58343 -0.35303 -4.44444
H -2.64595 -1.07997 -4.15346
H -2.00953 0.20104 -3.08533
H -2.97639 -1.11345 -2.39037
H -1.61589 -4.05432 -2.29650
H -0.24928 -4.25931 -3.40749
H -3.85239 -3.62562 -3.09677
H -5.48275 -3.79586 -4.94678
H -4.69337 -4.10185 -7.27601
H -2.26517 -4.25642 -7.73208
H -0.64493 -4.10033 -5.88084
C -2.25765 -6.43396 -0.72231
C -1.07338 -6.50270 0.24910
C -0.31393 -5.25371 0.23961
N 0.25833 -4.26120 0.17820
H -2.84784 -7.34627 -0.64267
H -1.91046 -6.33603 -1.75030
H -2.88460 -5.57252 -0.49288
H -0.39004 -7.31526 0.00118
H -1.41772 -6.66958 1.27081
Cl -2.66759 -2.76035 -0.13541
```

Its frontier orbital gap is 7.2656 eV. The molecular weight is 816.3 g mol⁻¹. Its total energy is -5583.98160 Eh. The calculation puts the highest occupied orbital energy at -7.536 eV. Its charge is 0.

6.
Computed, not measured: a cluster of 2 separate species, C13H13ClSi in total at a distorted geometry, with ωB97M-V/def2-TZVPD.

Structure (XYZ):
```
28
C13H13ClSi, DFT ωB97M-V/def2-TZVPD
C -3.79685 -1.03664 -0.76172
C 3.81642 -1.15492 -0.05537
C -3.04507 -0.46317 -1.78176
C -3.25414 -1.02626 0.48214
C 3.83651 0.03723 -0.69455
C 2.63180 -1.55770 0.61970
C -1.86747 0.18217 -1.59127
C -1.89135 -0.48319 0.72264
C 2.63365 0.71876 -0.89451
C 1.55280 -0.70416 0.69069
C -1.33016 0.16505 -0.32161
C 1.52291 0.48260 -0.08981
C 0.31884 1.38378 -0.12866
Si -0.08467 2.72902 1.17428
Cl 0.19250 2.29364 -1.71783
H -4.72231 -1.46747 -1.10286
H 4.70944 -1.70476 0.11563
H -3.52445 -0.25971 -2.73150
H -3.59278 -1.61559 1.29473
H 4.70921 0.42553 -1.22814
H 2.69702 -2.56883 1.22921
H -1.54085 0.73488 -2.39336
H -1.30295 -0.62790 1.69623
H 2.58914 1.54163 -1.54004
H 0.90452 -0.88224 1.51034
H -0.18591 2.34022 2.65505
H -1.53151 3.08963 0.75532
H 0.97238 3.75837 1.29972
```

Its frontier orbital gap is 9.4020 eV. The molecular weight is 232.8 g mol⁻¹. Its total energy is -1252.72362 Eh. The calculation puts the highest occupied orbital energy at -8.714 eV. Its charge is 0.

Among the records above, which one has the lowest molecular weight?
C4H12NO2